<i>
Below is C8H15NO in the gas phase, with properties calculated with ωB97M-V/def2-TZVPD.

XYZ file:
```
25
Properties=species:S:1:pos:R:3
C -0.8877 3.1968 1.5651
C -1.2048 2.0806 0.9078
C -1.3661 -1.0599 0.9969
C 1.2876 0.5203 -1.5148
C 0.4110 -1.8739 -1.4610
C 1.7838 -0.8619 0.4781
C -0.5722 -0.0477 0.0500
C 0.7209 -0.5790 -0.5739
N -2.4565 -1.4896 0.6284
O -0.2122 1.2031 0.7087
H -1.6805 3.8650 1.7367
H 0.1653 3.3054 1.9318
H -2.1578 1.7728 0.5169
H -0.7582 -1.2109 1.8366
H 0.9709 1.5458 -1.0913
H 0.8329 0.5567 -2.5042
H 2.3129 0.5548 -1.6226
H 0.1019 -2.7497 -0.8806
H -0.5425 -1.3802 -2.0675
H 1.2269 -2.1933 -2.1853
H 2.0072 0.0581 0.8782
H 1.4122 -1.6386 1.1710
H 2.7260 -1.2995 0.0844
H -1.3153 -0.0070 -0.7934
H -2.8058 -2.2684 1.2043
```

- E_HOMO: -8.692 eV
- 2S+1: 1
- SMILES string: [H]/N=C/[C@@H](OC=C)C(C)(C)C

=====

<ii>
Below is 2 unconnected molecules or ions with the total composition C8H15NO, with properties calculated with ωB97M-V/def2-TZVPD.

XYZ file:
```
25
Properties=species:S:1:pos:R:3
C -1.0383 -0.5407 0.3046
C 0.1170 1.1300 -1.8932
C -2.3079 0.1998 -0.0867
C -0.8956 -0.4843 1.8223
C 1.5909 0.9811 0.9339
C -0.2058 -0.3036 -1.8094
C 1.3171 -0.1393 -0.0247
N 1.8604 -1.3496 0.2775
C 1.1949 0.1332 -1.4485
O -0.7750 -1.2211 -2.3747
H -1.0725 -1.5848 -0.0075
H 2.0964 -1.5668 1.2344
H 1.6812 -2.1082 -0.3662
H 0.2368 1.4977 -2.9078
H -0.2768 1.8659 -1.2029
H 2.0275 -0.0895 -2.1100
H -2.1983 1.2787 0.0741
H -2.5958 0.0223 -1.1221
H -3.1641 -0.1271 0.5197
H -0.0380 -1.0419 2.2069
H -0.8211 0.5413 2.1960
H -1.7837 -0.9245 2.2959
H 1.6020 0.6616 1.9754
H 0.8668 1.7837 0.8158
H 2.5821 1.3860 0.6971
```

- E_HOMO: -7.295 eV
- 2S+1: 1

=====

Stability comparison, relative energies in kJ/mol: <i> 0.0; <ii> 144.9